1.
This record from the OMol25 dataset describes one molecule with the formula C4H5NO2S in a non-equilibrium geometry. The level of theory is ωB97M-V with the def2-TZVPD basis set.

The SMILES is O=CSC(=O)[C@@H]1CN1. The value obtained for the frontier orbital gap is 9.935 eV. The spin multiplicity is 1. For the highest occupied orbital energy, the calculation gives -10.09 eV. Its LUMO energy is -0.15 eV. Its total energy is -758.7327 Eh. Its energy above the lowest of the compared OMol25 structures with the same formula, charge and spin is 4.0125 eV.

```
13
Properties=species:S:1:pos:R:3:nbo_charge:R:1
H -0.3614 -2.5274 -2.1060 0.212
H 1.0955 -0.2961 -2.2103 0.231
S -0.0937 1.3611 0.9485 0.124
H 1.8651 -2.0601 -0.6353 0.382
C 0.1225 0.9384 -0.8674 0.447
O -1.0450 -1.2278 1.6094 -0.515
O 0.1699 1.9218 -1.7215 -0.528
C -0.3820 -0.2326 1.9344 0.295
H -1.0254 -2.0607 -0.5079 0.235
N 0.9822 -1.4997 -0.4179 -0.599
C 0.4645 -0.4654 -1.3168 -0.209
C -0.2233 -1.8331 -1.2181 -0.241
H 0.1594 -0.3313 2.9123 0.167
```

2.
This record from the OMol25 dataset describes C30H33Cl5CsF5OP as an isolated structure in a non-equilibrium geometry. The level of theory is ωB97M-V with the def2-TZVPD basis set.

The value obtained for the frontier orbital gap is 6.957 eV. The spin multiplicity is 1. For the highest occupied orbital energy, the calculation gives -4.98 eV. Its LUMO energy is 1.97 eV. As for the total charge: -1. Its total energy is -4400.0238 Eh. Its energy above the lowest of the compared OMol25 structures with the same formula, charge and spin is 0.8388 eV.

```
76
Properties=species:S:1:pos:R:3:mulliken_charge:R:1
C -3.1014 6.6493 -1.9128 0.164
C 1.4720 -4.4037 1.2860 -0.931
H 1.7334 1.8801 -1.3597 0.053
H 1.0406 -3.8144 3.2956 0.342
H 1.4963 -0.0968 -5.1434 0.445
H 0.3681 -5.3806 2.8606 0.424
H 2.8353 2.8255 1.3059 0.349
H 2.6089 3.8731 -0.0872 0.383
C -3.6563 -0.1020 3.9018 1.879
H -1.4897 -2.0823 0.9003 0.500
C 1.1216 -0.8179 -4.4139 -0.904
C -3.2687 5.3268 -1.5683 0.458
C 1.3376 -1.3048 -1.9145 0.452
F -0.2888 7.5288 0.1951 -0.317
H 2.1183 0.4144 -2.9663 0.037
H 2.3745 -4.9755 1.5186 0.505
C 1.9073 -2.1200 -4.5055 -0.678
H 0.5381 -3.2945 -1.5933 -0.216
H 3.7759 0.7618 -1.6954 -0.044
C 4.1820 0.9076 -0.6941 -0.518
H -0.4436 -2.2543 -2.6187 0.378
H 0.0774 -1.0184 -4.6576 0.340
H 2.9366 -1.9401 -4.1870 0.314
H -1.1436 -3.1068 2.9849 0.224
C -2.0949 7.4096 -1.3276 0.620
Cs -2.7758 1.2485 0.6886 1.244
H 2.3092 -3.0205 -0.1180 0.153
C 1.8683 -2.9812 0.8788 -0.750
F -4.2682 4.6191 -2.1644 -0.337
C 3.3635 0.0950 0.3058 -0.927
C 0.5448 -4.3672 2.4953 -0.686
F -3.9114 7.2247 -2.8305 -0.312
Cl -6.2138 -1.7278 6.5013 -0.214
H 3.4547 -0.9642 0.0636 0.256
C 1.7064 1.9258 -0.2718 -0.645
C -0.7891 -3.6949 2.1374 -0.783
C 4.1767 2.3993 -0.3447 -0.815
Cl -7.2686 -2.7298 3.7548 -0.207
H -1.5471 -4.4520 1.9303 0.400
H 0.3592 0.4048 -2.8118 0.364
Cl -5.8220 -1.8439 1.1434 -0.265
H 0.4986 -3.7262 -4.1811 0.436
C -5.4068 -1.2657 5.0457 0.667
H 2.0069 -3.9022 -3.2950 0.293
C -5.2066 -1.3032 2.6668 0.101
C 0.5830 -2.5476 -2.3836 -0.608
C -5.8752 -1.7065 3.8127 -0.520
H 4.4178 2.9706 -1.2437 0.333
C 1.2350 -0.2239 -3.0049 -0.967
C -4.0748 -0.4947 2.6337 -1.651
C -1.2712 6.8039 -0.3858 0.150
H 3.8020 0.2349 1.2971 0.517
F -1.9152 8.7098 -1.6717 -0.336
H 0.6868 -1.4753 1.8830 0.655
O -2.5823 3.4239 -0.3391 -0.723
H 2.3896 -1.5640 -1.7465 0.489
Cl -2.2462 0.9003 3.9955 -0.305
H -0.7327 -3.3920 0.0045 0.161
H 1.9420 -2.4734 -5.5381 0.419
C -0.6578 -2.7902 0.9102 -1.108
C 1.2526 -3.1780 -3.6124 -0.949
H 1.5824 0.6170 1.3998 0.520
H 4.9585 2.6082 0.3884 0.307
H 2.6391 -2.6242 1.5656 0.340
C 0.6663 -2.0199 0.9284 0.661
H 0.7336 2.3268 0.0181 0.537
P 0.5627 -0.6213 -0.3352 -0.243
C 1.8849 0.5331 0.3453 0.243
C -1.4458 5.4793 -0.0516 0.514
C 2.8185 2.8467 0.2144 -0.864
C -4.2829 -0.4496 5.0922 -0.388
H 0.9685 -4.9096 0.4598 0.258
H 5.2114 0.5382 -0.7076 0.503
Cl -3.7106 0.1107 6.6257 -0.211
C -2.4464 4.6359 -0.6257 -0.579
F -0.6091 4.9275 0.8734 -0.383
```

3.
This record from the OMol25 dataset describes C31H45IrNO2P2S4 as an isolated structure in a non-equilibrium geometry. The level of theory is ωB97M-V with the def2-TZVPD basis set.

The value obtained for the frontier orbital gap (alpha / beta) is 7.491 / 6.531 eV. The spin multiplicity is 2. For the highest occupied orbital energy (alpha / beta), the calculation gives -12.85 / -13.53 eV. Its LUMO energy (alpha / beta) is -5.36 / -7.00 eV. As for the total charge: +2. Its total energy is -3792.8208 Eh. The expectation value of S² is 0.760. Its energy above the lowest of the compared OMol25 structures with the same formula, charge and spin is 1.8748 eV.

```
86
Properties=species:S:1:pos:R:3:mulliken_charge:R:1
H 3.1025 -0.8756 -2.0016 0.514
C -3.2670 -2.7972 0.3791 -0.905
S -3.4263 1.0268 -0.6268 0.229
C 0.4609 1.4001 -4.1406 -0.224
H 2.5380 -1.9712 -3.2841 0.607
C -3.9798 1.8287 3.8058 -0.686
C 2.2761 -1.1097 -2.6677 -1.258
H 0.3784 -2.3093 3.2621 0.371
C 4.1584 2.3984 1.3203 -1.589
H 1.4422 -3.8003 -1.8716 0.720
H 1.3021 2.6015 4.2010 0.446
C 1.9051 1.2558 -6.0599 -0.688
C 2.2014 -2.9524 -0.0128 -1.329
H -2.3886 4.0421 -3.3145 0.628
H -1.1227 -2.6571 -2.7476 0.675
H 4.9438 1.7126 1.6528 0.280
H 0.1256 -2.2663 -3.9413 0.516
C 0.7432 -2.8702 2.4037 -1.504
H -4.4913 -3.3946 2.0447 0.460
H -1.8686 -1.9941 -1.0288 0.108
H 0.2190 -3.5462 -0.6297 0.322
N -1.4250 -1.3516 0.8767 0.868
O -1.9793 0.6514 -0.8742 -0.548
H 1.4640 -3.6113 2.7482 0.634
C 2.4929 2.7098 -4.2370 -0.618
O 0.2881 2.0441 -1.1741 -0.649
C -0.4193 -1.8924 -3.0740 -1.511
C 2.1754 2.5972 3.5542 -1.842
S 2.5526 0.7348 -0.0774 -0.142
C 2.8368 1.6817 1.2906 0.705
H 2.1070 -0.2467 -3.3075 -0.060
C -2.5611 1.8653 1.8611 -0.478
C -2.1666 -2.0541 0.0037 -0.553
C 0.7473 0.8723 -5.3894 -0.684
H -1.6116 2.0778 1.3896 0.546
H 2.9514 -0.8460 3.0374 0.368
P 1.5980 -1.7670 1.2471 0.754
C -2.7544 2.1106 3.2125 -0.933
C 2.7835 2.1600 -5.4805 -0.632
C -3.6930 2.7505 -1.1747 -1.096
H -4.1542 2.6860 -2.1619 0.589
H -1.9465 2.5235 3.8030 0.477
S 0.5347 0.7929 2.3513 -0.436
C 1.9352 1.7412 2.3411 0.438
H -3.1399 -2.0593 3.6697 0.597
H 3.8565 -0.9150 1.5156 0.362
H -0.9823 -1.0072 -3.3634 0.282
H -1.6803 2.4906 -2.8829 -0.113
H -5.6271 0.6116 1.1035 0.457
H 3.1575 3.4368 -3.7849 0.443
C 1.1315 -3.1304 -1.0673 -0.978
H -2.7054 4.6458 -1.0090 0.632
C -4.8270 1.0328 1.7020 -0.457
H 2.4565 -3.8971 0.4694 0.672
H 2.1152 0.8526 -7.0419 0.433
H -5.9602 1.0531 3.5228 0.460
H 3.0260 2.2253 4.1314 0.332
H 3.5443 -2.4071 2.4326 0.607
C -3.6031 1.3331 1.1189 0.812
P 0.7624 -1.4997 -1.7425 0.480
H -0.3421 5.0918 -2.0178 0.533
C -0.3769 4.1871 -2.6272 -1.087
H -4.4319 3.1370 -0.4731 0.540
H -1.2171 -0.7724 2.8497 0.453
H 4.1484 3.2446 2.0026 0.424
H 3.6940 2.4368 -5.9946 0.443
C 1.3266 2.3351 -3.5867 1.318
S 0.9612 3.0967 -2.0159 0.145
C -2.8900 -2.0826 2.6181 -1.060
H -0.4249 1.0973 -3.5974 -0.264
H 2.3992 3.6242 3.2638 0.442
H -0.0964 -3.3704 1.9255 0.349
H -4.1303 2.0407 4.8563 0.447
C -3.6355 -2.8196 1.7166 -0.943
H 0.0776 0.1492 -5.8382 0.484
Ir 0.2676 -0.0957 0.0741 3.306
C -1.8022 -1.3614 2.1605 -0.371
H -0.0829 4.4410 -3.6449 0.536
H 4.4333 2.7438 0.3257 0.441
H -1.7332 3.2949 -0.4400 -0.221
C -5.0125 1.2843 3.0547 -0.659
C -2.4309 3.6093 -1.2155 -0.170
C -1.7551 3.5348 -2.5833 -0.483
H 3.1193 -2.5415 -0.4390 0.356
H -3.8267 -3.3435 -0.3675 0.558
C 3.1417 -1.4360 2.1423 -1.425
```

4.
This record from the OMol25 dataset describes one molecule with the formula C4H9NO2. The level of theory is ωB97M-V with the def2-TZVPD basis set.

The SMILES is NC(=O)CCCO. The value obtained for the frontier orbital gap is 10.498 eV. The spin multiplicity is 1. For the highest occupied orbital energy, the calculation gives -9.68 eV. Its LUMO energy is 0.81 eV. Its total energy is -363.0653 Eh. Its energy above the lowest of the compared OMol25 structures with the same formula, charge and spin is 0.5503 eV.

```
16
Properties=species:S:1:pos:R:3:nbo_charge:R:1
H -0.8803 1.4162 0.2639 0.228
H 0.4608 -0.8557 2.5754 0.394
C -0.2882 0.5261 0.5000 -0.501
H -1.2393 0.4801 -2.0842 0.157
H -2.0612 -1.6680 -1.9476 0.472
C 0.4047 0.0271 -0.7706 -0.406
H 1.6461 0.2243 3.2316 0.402
H -0.0734 -0.6877 -2.7504 0.165
C 0.7315 0.9343 1.5457 0.678
O -1.3699 -1.4519 -1.3112 -0.731
H 1.0596 0.8117 -1.1658 0.224
C -0.5996 -0.3818 -1.8332 -0.058
O 1.3653 1.9724 1.4682 -0.620
H 1.0352 -0.8396 -0.5365 0.205
H -0.9687 -0.2467 0.8696 0.218
N 0.9122 0.0431 2.5639 -0.827
```

> The highest spin multiplicity belongs to which entry?

C31H45IrNO2P2S4

> What is the spin multiplicity in the first record?

1

> Number 1 is which compound?

C4H5NO2S